Record 1
A structure of composition C23H29N6O6Sn, computed with wB97M-V/def2-TZVPD.

```
65
Properties=species:S:1:pos:R:3:forces:R:3
Sn 1.915445 0.540941 0.360424 0.15 0.11 0.04
C -2.116911 -2.329801 -0.216262 -0.03 0.02 0.00
C -1.982579 -1.737865 1.134489 -0.05 -0.02 0.03
O -1.303443 -0.572067 1.211281 -0.14 0.10 -0.04
C -2.433792 -2.101643 2.359365 0.01 -0.03 -0.03
C -2.012830 -1.090173 3.244542 0.06 -0.03 -0.01
C -2.209990 -0.939209 4.703677 0.02 0.00 0.01
N -1.349649 -0.194720 2.539445 0.16 -0.18 0.03
N -0.779035 0.902379 3.053358 -0.43 0.30 -0.02
C -0.080554 1.738149 2.346693 0.47 0.16 0.06
O 0.259648 1.645779 1.099414 -0.44 -0.35 0.02
C 0.399673 2.933351 3.090890 0.00 -0.02 0.03
C 0.480925 2.935071 4.482044 -0.01 0.00 0.00
C 0.939567 4.058967 5.146543 0.01 0.00 0.00
C 1.308175 5.190469 4.430151 0.00 0.00 0.00
C 1.227309 5.192733 3.045403 0.00 0.00 0.00
C 0.782449 4.064142 2.375107 0.02 -0.01 0.00
H -1.346178 -1.931051 -0.872527 0.03 -0.03 -0.03
H -3.096304 -2.094133 -0.635770 0.02 0.02 -0.01
H -2.018817 -3.412533 -0.162258 -0.02 0.00 0.00
H -2.993466 -2.984436 2.612537 0.01 -0.01 0.00
H -2.550286 -1.878783 5.130051 0.00 0.00 0.00
H -2.954912 -0.165820 4.897902 0.01 0.01 0.00
H -1.279849 -0.629207 5.175841 0.01 -0.03 0.00
H 0.199729 2.049069 5.033396 -0.01 0.00 0.00
H 1.014429 4.052515 6.225648 0.00 0.00 0.00
H 1.661916 6.069314 4.952765 0.00 0.00 0.00
H 1.512040 6.074089 2.486462 0.00 0.00 0.00
H 0.718108 4.058232 1.295639 0.00 -0.01 0.00
O 0.566285 -5.183651 2.173720 -0.08 -0.20 -0.07
C 0.570943 -5.193189 0.854813 -0.01 -0.01 0.01
O 0.302161 -6.164922 0.197867 -0.03 0.00 0.00
C 0.912615 -3.911960 0.162934 0.10 -0.07 0.05
C 1.013118 -3.808511 -1.207222 -0.01 0.02 -0.06
N 1.310249 -2.527160 -1.485040 -0.06 0.04 0.05
N 1.407780 -1.787658 -0.373570 0.01 0.07 -0.08
C 1.180535 -2.613325 0.634155 0.08 0.05 0.01
C 1.234840 -2.024608 2.014100 -0.04 0.02 -0.13
O 1.098263 -2.760875 2.983981 -0.07 0.10 0.13
O 1.388804 -0.756454 2.044496 0.13 -0.02 0.01
H 0.803831 -4.294854 2.549738 0.04 0.09 0.04
H 0.885639 -4.561933 -1.966750 0.02 0.00 0.00
H 1.443295 -2.093087 -2.383269 0.01 -0.06 -0.01
C 0.579883 0.189447 -5.979810 -0.01 0.00 0.00
C 0.652657 1.471924 -5.162959 0.00 0.02 -0.01
N 0.170133 1.323652 -3.783815 0.01 -0.01 0.05
C -1.269859 1.466898 -3.563791 -0.03 -0.02 0.00
C -2.005598 0.137923 -3.430068 0.01 0.00 0.01
C 0.989190 1.024279 -2.758805 -0.08 0.12 -0.09
C 2.457350 0.890301 -3.062838 -0.03 -0.04 0.03
N 0.584814 0.877047 -1.525659 0.15 -0.14 -0.26
H 1.002209 0.354684 -6.970679 0.00 0.01 0.00
H -0.449121 -0.144166 -6.109525 0.00 0.00 0.01
H 1.143287 -0.616831 -5.506436 0.00 0.00 0.00
H 0.043057 2.245092 -5.629825 0.01 0.01 0.00
H 1.667599 1.859904 -5.148731 0.01 -0.01 0.01
H -1.669142 2.024311 -4.408997 0.02 0.00 -0.01
H -1.434903 2.097874 -2.686356 -0.01 0.00 -0.01
H -1.863083 -0.476485 -4.317985 -0.01 0.00 0.00
H -3.074632 0.311876 -3.309407 0.00 0.01 0.02
H -1.655192 -0.430473 -2.568166 0.00 0.00 0.00
H 2.640066 0.202263 -3.887177 -0.01 0.01 -0.01
H 2.999288 0.539436 -2.190211 0.01 -0.01 0.02
H 2.871740 1.859133 -3.343247 0.01 0.00 0.01
H -0.408916 1.030367 -1.401704 0.04 0.00 0.21
```
Positions in Å, forces in eV/Å.

Total charge: +1
Max |F|: 0.0109 hartree/bohr
LUMO: -2.856 eV
HOMO: -11.274 eV
Total energy: -1887.95649 a.u.
Relative energy (zero: lowest compared OMol25 entry of this formula, charge and spin): 0.101 eV
HOMO-LUMO gap: 8.4 eV

Results of the Löwdin charge analysis, in e, for atoms 1 through 2: Sn 1.349; C 0.029

Record 2
A cluster of 2 separate species, C4H11O in total at a distorted geometry, computed with wB97M-V/def2-TZVPD.

```
16
Properties=species:S:1:pos:R:3:forces:R:3
C 0.464291 -1.428111 -1.253329 -1.24 -2.28 0.80
C -1.008514 1.179129 -0.173670 -1.23 -0.05 -3.43
C -0.175788 0.155397 1.844805 3.74 1.46 2.71
C 0.934929 -0.323984 -0.417387 2.81 3.42 -5.11
O 0.090442 0.421444 0.395598 -2.93 1.11 2.02
H -0.528420 -1.167854 -1.577976 -0.47 -0.11 -0.54
H 0.334748 -2.397476 -0.652899 0.37 1.15 -0.79
H 1.082879 -1.637829 -2.151328 -0.18 0.37 0.87
H -1.324802 1.960409 0.440404 -0.08 0.80 1.82
H -0.624368 1.738875 -1.059109 0.00 -0.95 0.45
H -1.948881 0.610711 -0.479549 1.66 0.07 0.55
H -0.619988 -0.809039 2.038020 -0.47 -0.06 -0.42
H 0.953771 0.130117 2.277885 -2.77 -0.05 -0.84
H -0.686513 1.075679 2.385062 0.87 -2.03 -1.75
H 1.934300 -0.399250 -0.021822 -0.04 0.12 0.70
H 1.121916 0.891782 -1.594706 -0.04 -2.98 2.95
```
Positions in Å, forces in eV/Å.

Total charge: +1
Max |F|: 0.1314 hartree/bohr
LUMO: -3.850 eV
HOMO: -14.830 eV
Total energy: -233.79365 a.u.
Relative energy (zero: lowest compared OMol25 entry of this formula, charge and spin): 3.577 eV
HOMO-LUMO gap: 11.0 eV

Results of the Löwdin charge analysis, in e, for atoms 1 through 2: C -0.084; C 0.011

Record 3
A structure of composition C47H39F12N4NaO3, computed with wB97M-V/def2-TZVPD.

```
106
Properties=species:S:1:pos:R:3:forces:R:3
Na 0.141910 0.170539 0.335827 -0.29 -0.16 -0.83
C 1.867918 -2.422017 1.139482 0.05 0.03 -0.05
C 1.400356 -2.924558 -0.186787 -0.07 -0.04 -0.01
C 2.010172 -3.998556 -0.840568 0.01 0.02 0.01
C 1.511226 -4.420328 -2.059928 0.00 0.05 -0.01
C 0.386154 -3.798035 -2.579567 0.04 -0.05 0.05
C -0.176185 -2.754461 -1.850218 -0.13 0.06 -0.05
N 0.343798 -2.301172 -0.716033 0.27 -0.13 0.05
C -1.465111 -2.117374 -2.257973 0.02 0.00 -0.01
C -2.471542 -2.887377 -2.836899 0.03 0.02 0.01
C -3.686555 -2.282375 -3.104476 -0.03 0.03 0.01
C -3.860601 -0.953778 -2.764671 0.00 -0.03 -0.03
C -2.801028 -0.263351 -2.176997 0.00 0.08 0.07
N -1.619931 -0.834265 -1.955038 -0.03 -0.01 0.01
C -2.960699 1.155586 -1.734428 -0.05 -0.02 -0.03
C -4.196467 1.643985 -1.322283 0.01 -0.02 -0.02
C -4.263892 2.956148 -0.887204 -0.02 0.01 0.01
C -3.114096 3.724105 -0.878083 0.02 -0.02 0.00
C -1.915699 3.152167 -1.298306 0.00 -0.08 -0.06
C -0.615521 3.896015 -1.257157 -0.06 0.02 0.13
N -1.859438 1.893408 -1.732525 -0.20 0.07 0.03
H 1.012760 -2.339922 1.813954 0.00 0.02 -0.01
H 2.628818 -3.074753 1.569563 -0.01 0.02 0.00
H 2.274663 -1.412366 1.015230 -0.02 0.02 0.03
H 2.870804 -4.475999 -0.389744 0.00 -0.01 -0.01
H 1.989621 -5.229114 -2.600461 0.00 0.00 0.00
H -0.042155 -4.103631 -3.524828 0.00 -0.01 0.00
H -2.315506 -3.940724 -3.026548 0.01 0.00 -0.02
H -4.497010 -2.847327 -3.549884 0.00 0.00 0.00
H -4.799586 -0.451203 -2.952081 0.00 0.00 0.01
H -5.063645 0.999488 -1.277753 0.01 0.00 0.01
H -5.199641 3.364402 -0.523089 0.02 0.00 0.00
H -3.122897 4.739406 -0.505877 -0.01 0.01 0.01
H -0.106879 3.830070 -2.218380 0.01 0.00 0.01
H -0.762707 4.941221 -0.981803 -0.02 0.01 0.00
H 0.043144 3.425250 -0.522785 -0.14 0.03 -0.04
C 4.046462 4.197406 5.030570 0.03 0.03 0.01
C 2.965482 3.542908 4.211162 -0.02 0.00 -0.01
C 1.648155 3.457670 4.651473 -0.02 -0.01 0.01
C 0.690594 2.843839 3.882236 0.02 0.02 0.01
C 0.935564 2.273642 2.592888 -0.06 -0.08 0.01
N -0.086828 1.732188 1.891242 0.04 0.28 0.12
C -1.377308 2.134848 2.119487 0.03 -0.10 0.01
C -1.679535 3.516769 2.233621 0.00 0.05 -0.04
C -2.953339 4.007659 2.416661 0.02 0.01 0.00
C -4.039589 3.143870 2.484036 0.04 0.01 -0.01
C -5.443918 3.645465 2.695265 -0.04 0.03 0.00
C -3.770854 1.786877 2.358365 -0.01 -0.04 -0.01
C -2.499926 1.243290 2.174438 0.00 0.02 0.06
C -2.304433 -0.310135 2.112546 -0.01 0.08 0.11
O -1.455973 -0.760518 1.208354 -0.61 -0.30 0.32
C -3.671054 -1.056112 1.835523 -0.02 0.02 0.03
F -3.481076 -2.361502 1.587021 -0.01 0.04 0.00
F -4.284127 -0.561199 0.733849 0.00 -0.04 0.03
F -4.610123 -1.022099 2.832620 0.01 -0.02 -0.05
C -1.867483 -0.752980 3.561037 0.00 -0.01 -0.01
F -2.639478 -0.244566 4.560650 0.01 -0.01 -0.01
F -0.612803 -0.382451 3.827522 -0.03 -0.01 0.01
F -1.908536 -2.101152 3.723529 0.01 0.02 0.01
C 2.320773 2.258319 2.195387 0.03 -0.01 0.01
C 3.246400 2.923117 3.002841 0.03 -0.01 -0.04
C 2.896719 1.536830 0.923002 -0.06 0.03 0.10
O 2.131772 0.655056 0.286312 0.79 0.19 0.15
C 4.214539 0.755616 1.354904 -0.02 0.02 -0.04
F 3.994587 0.030046 2.465806 0.00 -0.03 0.01
F 4.599585 -0.129754 0.408728 -0.02 0.01 -0.02
F 5.338907 1.488602 1.595747 0.05 -0.02 -0.01
C 3.311823 2.645936 -0.102937 0.04 -0.06 0.02
F 3.874576 2.114946 -1.217042 0.00 0.00 0.00
F 2.230966 3.328220 -0.505062 0.15 0.00 -0.01
F 4.201831 3.575150 0.335104 -0.02 0.01 -0.02
H 3.638113 4.991031 5.663028 -0.01 0.00 -0.01
H 4.811631 4.647693 4.392672 0.00 -0.01 -0.01
H 4.558503 3.490172 5.694168 -0.01 -0.01 0.00
H 1.366591 3.870676 5.618385 0.01 0.00 0.00
H -0.320428 2.780086 4.262695 0.00 0.00 0.01
H -0.846911 4.207678 2.173279 0.02 0.00 -0.01
H -3.106728 5.083067 2.487467 0.00 0.00 0.00
H -5.523382 4.704870 2.435130 0.01 0.00 0.00
H -5.772288 3.543967 3.735701 0.01 -0.01 0.00
H -6.164332 3.099030 2.079456 0.01 -0.01 0.00
H -4.619983 1.120413 2.423156 -0.01 0.01 0.00
H 4.274842 2.962168 2.671509 -0.03 0.02 0.03
C 5.313338 0.860005 -7.031953 0.02 0.00 -0.02
C 4.281503 0.753086 -5.939762 0.02 0.01 -0.03
C 4.510233 -0.026842 -4.814953 -0.02 -0.04 0.03
C 3.570891 -0.123518 -3.795078 -0.03 0.03 -0.07
C 3.847582 -0.982921 -2.593886 0.03 -0.04 0.05
C 2.381118 0.610962 -3.895933 -0.07 0.01 0.03
C 1.430232 0.527453 -2.739679 -0.05 0.03 0.04
O 0.745519 1.436295 -2.353255 0.38 -0.03 -0.15
C 2.123781 1.396003 -5.026779 0.04 0.01 0.01
C 0.832971 2.151160 -5.228372 -0.02 0.01 -0.02
C 3.082807 1.445561 -6.033553 -0.02 0.00 -0.01
H 6.155524 0.193335 -6.843809 -0.01 0.00 0.01
H 5.703670 1.877768 -7.106120 -0.01 0.00 0.01
H 4.890285 0.602065 -8.005512 -0.01 0.00 0.01
H 5.444905 -0.571379 -4.721397 0.00 0.00 0.00
H 4.876060 -1.346525 -2.614133 -0.01 0.02 0.01
H 3.184431 -1.850504 -2.574606 -0.02 -0.07 -0.01
H 3.683599 -0.440558 -1.663678 0.00 0.03 0.05
H 1.391045 -0.447438 -2.229652 0.06 0.01 0.05
H 0.248105 2.217445 -4.318075 -0.01 -0.01 0.01
H 0.230442 1.655499 -5.995089 0.01 0.01 -0.01
H 1.039561 3.164219 -5.579899 0.01 -0.01 0.00
H 2.885868 2.053380 -6.913038 0.00 0.00 0.00
```
Positions in Å, forces in eV/Å.

Total charge: -2
Max |F|: 0.0174 hartree/bohr
LUMO: 3.653 eV
HOMO: -0.549 eV
Total energy: -3620.05377 a.u.
Relative energy (zero: lowest compared OMol25 entry of this formula, charge and spin): 0.000 eV
HOMO-LUMO gap: 4.2 eV

Results of the Löwdin charge analysis, in e, for atoms 1 through 2: Na 0.247; C -0.001